#A
Below is a 2-piece molecular cluster, C5H14O2 overall, with properties calculated with ωB97M-V with the def2-TZVPD basis set.

As for the molecular weight: 106.2 Da. Its HOMO-LUMO gap is 10.7261 eV. As for the SMILES: CCCCCO.O. Its HOMO energy is -9.98 eV.

Each line ends with the natural charge from an NBO analysis.
Geometry (Å):
C1 0.745 0.277 -1.976  -0.081
O1 1.570 -0.800 -2.167  -0.720
C2 0.480 0.484 -0.453  -0.419
C3 0.294 -0.765 0.379  -0.405
C4 -0.939 -1.623 -0.009  -0.428
C5 -2.198 -1.286 0.638  -0.608
H1 1.338 1.207 -2.076  0.193
H2 -0.163 0.308 -2.637  0.164
H3 1.096 -1.706 -2.097  0.471
H4 1.280 1.202 0.132  0.201
H5 -0.412 1.175 -0.376  0.201
H6 1.204 -1.385 0.266  0.208
H7 0.283 -0.444 1.458  0.206
H8 -1.065 -1.774 -1.056  0.194
H9 -0.691 -2.511 0.507  0.208
H10 -2.577 -0.232 0.621  0.200
H11 -2.122 -1.442 1.702  0.201
H12 -3.122 -1.889 0.413  0.214
H13 1.275 2.980 2.389  0.482
H14 2.122 4.411 2.455  0.480
O2 1.602 3.810 1.890  -0.961

---

#B
Below is a 3-piece molecular cluster, C5H14O2 overall, with properties calculated with ωB97M-V with the def2-TZVPD basis set.

As for the molecular weight: 106.2 Da. Its HOMO-LUMO gap is 9.7111 eV. As for the SMILES: C/C=C/CC.O.O. Its HOMO energy is -9.11 eV.

Each line ends with the natural charge from an NBO analysis.
Geometry (Å):
C1 1.205 -0.320 1.857  -0.610
C2 -0.356 0.068 1.600  -0.445
C3 -1.076 -0.761 0.639  -0.205
C4 -1.002 -0.705 -0.667  -0.166
C5 -1.678 -1.681 -1.563  -0.659
H1 1.494 -1.295 1.550  0.209
H2 1.621 -0.053 2.923  0.207
H3 1.919 0.208 1.233  0.199
H4 -0.324 1.118 1.366  0.222
H5 -0.794 -0.037 2.655  0.207
H6 -1.887 -1.440 1.151  0.193
H7 -0.313 0.133 -1.122  0.174
H8 -0.949 -2.303 -2.146  0.230
H9 -2.077 -1.330 -2.478  0.219
H10 -2.500 -2.138 -0.971  0.220
H11 -0.516 2.970 0.064  0.479
H12 0.775 3.413 -0.665  0.476
O1 0.390 2.734 -0.181  -0.951
H13 2.681 0.189 -1.402  0.470
H14 1.261 0.759 -1.739  0.478
O2 2.126 0.470 -2.105  -0.947

---

#C
Below is a 3-piece molecular cluster, C5H14O2 overall, with properties calculated with ωB97M-V with the def2-TZVPD basis set.

As for the molecular weight: 106.2 Da. Its HOMO-LUMO gap is 9.7330 eV. As for the SMILES: C=CCCC.O.O. Its HOMO energy is -8.92 eV.

Each line ends with the natural charge from an NBO analysis.
Geometry (Å):
C1 -1.374 1.046 2.584  -0.605
C2 -0.026 0.952 1.925  -0.412
C3 0.764 -0.321 2.300  -0.457
C4 1.916 -0.644 1.337  -0.169
C5 2.305 0.292 0.458  -0.412
H1 -1.872 1.999 2.448  0.214
H2 -1.973 0.186 2.248  0.199
H3 -1.276 0.943 3.674  0.198
H4 -0.056 1.067 0.809  0.217
H5 0.472 1.932 2.061  0.198
H6 0.040 -1.058 2.611  0.222
H7 1.336 -0.123 3.249  0.214
H8 2.146 -1.699 1.125  0.196
H9 2.377 1.335 0.803  0.191
H10 2.763 0.121 -0.530  0.204
H11 -0.482 -3.506 -3.778  0.470
H12 -1.002 -3.351 -5.215  0.468
O1 -0.559 -2.881 -4.505  -0.938
H13 -2.206 1.089 -3.112  0.472
H14 -2.446 2.489 -2.520  0.468
O2 -1.865 1.725 -2.477  -0.939

---

#A (15.9 kJ/mol below the next structure)

---

#A
Below is a 3-piece molecular cluster, C7H16O2 overall, with properties calculated with ωB97M-V with the def2-TZVPD basis set.

As for the molecular weight: 132.2 Da. Its HOMO-LUMO gap is 7.6789 eV. Its HOMO energy is -7.16 eV.

Each line ends with the natural charge from an NBO analysis.
Geometry (Å):
C1 -1.135 -0.488 0.345  0.501
C2 0.882 0.249 -0.481  0.030
C3 -1.205 0.877 0.078  -0.172
C4 -0.880 -1.057 1.701  -0.700
C5 1.244 -1.112 -1.040  -0.661
C6 0.972 1.306 -1.570  -0.658
C7 1.730 0.617 0.720  -0.664
O1 -1.637 -1.318 -0.590  -0.667
O2 -2.963 0.852 0.928  -1.008
H1 -1.591 -2.234 -0.286  0.486
H2 -3.602 0.628 0.236  0.433
H3 -1.504 1.206 -0.904  0.233
H4 -0.844 1.589 0.799  0.235
H5 -1.820 -1.449 2.094  0.263
H6 -0.529 -0.291 2.386  0.246
H7 -0.147 -1.868 1.654  0.212
H8 1.712 -0.152 1.495  0.209
H9 1.226 -1.898 -0.280  0.197
H10 0.578 -1.407 -1.853  0.220
H11 2.265 -1.096 -1.448  0.209
H12 0.728 2.306 -1.202  0.212
H13 1.999 1.361 -1.959  0.210
H14 0.317 1.077 -2.414  0.214
H15 1.423 1.566 1.168  0.209
H16 2.782 0.735 0.421  0.210

---

#B
Below is C7H16O2 as an isolated structure, with properties calculated with ωB97M-V with the def2-TZVPD basis set.

As for the molecular weight: 132.2 Da. Its HOMO-LUMO gap is 9.3439 eV. Its HOMO energy is -8.56 eV.

Each line ends with the natural charge from an NBO analysis.
Geometry (Å):
C1 -0.636 -0.238 -0.937  0.387
C2 1.334 0.523 0.314  0.112
C3 -0.514 0.390 0.366  -0.236
C4 -0.377 -1.719 -1.112  -0.684
C5 -0.377 0.591 -2.174  -0.665
C6 1.742 1.433 1.458  -0.647
C7 -0.959 -0.313 1.630  -0.636
O1 -2.439 -0.024 -0.786  -0.881
O2 1.982 -0.717 0.411  -0.726
H1 -2.838 -0.805 -0.377  0.445
H2 1.856 -1.074 1.300  0.466
H3 1.689 0.966 -0.618  0.178
H4 -0.824 1.434 0.369  0.227
H5 -1.103 0.299 -2.938  0.247
H6 -0.913 -2.307 -0.365  0.215
H7 0.680 -1.989 -1.056  0.254
H8 -0.727 -2.081 -2.081  0.226
H9 0.631 0.424 -2.565  0.219
H10 -0.520 1.658 -1.990  0.222
H11 1.237 2.399 1.396  0.216
H12 1.528 0.980 2.431  0.195
H13 2.823 1.611 1.430  0.215
H14 -0.996 -1.397 1.519  0.207
H15 -0.319 -0.083 2.486  0.208
H16 -1.960 0.038 1.890  0.236

---

#B (177.2 kJ/mol below the next structure)